[1]
C3H10NS | wB97M-V/def2-TZVPD

Geometry as XYZ:
```
15
Properties=species:S:1:pos:R:3:forces:R:3
C 0.9872 2.1291 -1.6534 0.76 -0.13 0.32
C 0.7138 1.1061 -0.5649 -0.19 -0.11 0.00
S -0.4402 -0.2517 -1.0437 0.37 0.52 -0.43
H 0.1193 2.7226 -1.9242 -0.10 -0.11 -0.10
H 1.4524 1.6573 -2.5160 -0.32 -0.03 -0.21
H 1.7570 2.8020 -1.2632 -0.19 0.14 0.00
H 1.6340 0.5887 -0.2870 0.03 0.03 -0.05
H 0.3202 1.5843 0.3319 -0.01 0.00 -0.02
H -1.4442 0.5559 -1.4175 -0.17 -0.16 0.20
C -0.8696 -1.5079 2.6481 0.71 0.35 -0.70
N 0.0638 -1.3756 1.7940 -0.04 -0.62 -0.94
H -1.8345 -1.1380 2.3169 -0.14 0.14 0.63
H -0.6165 -1.9482 3.6044 -0.50 -0.21 0.03
H 0.9307 -1.9035 1.8453 0.26 0.39 0.65
H -0.1124 -0.9475 0.8289 -0.47 -0.20 0.61
```
Forces are in eV/Å.

## Properties
- DFT total energy: -572.95534 a.u.
- HOMO-LUMO gap: 8.3 eV
- Net charge: +1
- Energy above the lowest of the compared OMol25 structures with the same formula, charge and spin: 1.193 eV
- Highest occupied orbital energy: -13.53 eV

[2]
C3H10NS | wB97M-V/def2-TZVPD

Geometry as XYZ:
```
15
Properties=species:S:1:pos:R:3:forces:R:3
C -0.6978 -0.7201 -1.2420 -0.65 -0.17 1.99
N -0.2795 0.2965 -2.0946 0.10 -0.94 -0.39
H -1.6955 -1.1427 -1.3356 -0.10 0.22 -0.39
H -0.0259 -1.5424 -0.9980 0.34 0.27 -0.64
H -1.0535 0.6943 -2.6159 0.22 0.05 -0.02
H 0.4166 -0.0966 -2.7246 0.03 0.60 -0.02
C 0.2102 1.6804 0.6576 0.86 -2.80 0.67
S -0.9694 -0.0549 0.6386 1.71 1.13 1.00
C 0.4741 -1.0604 1.7460 -1.83 1.63 -1.12
H 0.8363 1.2225 -0.0995 0.56 0.54 0.12
H 0.5040 1.4041 1.6583 0.61 0.20 0.02
H 0.2717 2.7758 0.6574 -2.03 -0.18 -0.78
H -0.0264 -1.7681 2.3970 -0.18 -0.30 -0.49
H 1.1553 -1.4157 0.9883 0.13 -0.31 0.13
H 0.8797 -0.2727 2.3669 0.22 0.05 -0.10
```
Forces are in eV/Å.

## Properties
- DFT total energy: -572.88580 a.u.
- HOMO-LUMO gap: 10.3 eV
- Net charge: +1
- Energy above the lowest of the compared OMol25 structures with the same formula, charge and spin: 3.085 eV
- Highest occupied orbital energy: -14.65 eV

[3]
C3H10NS | wB97M-V/def2-TZVPD

Geometry as XYZ:
```
15
Properties=species:S:1:pos:R:3:forces:R:3
C 1.6582 0.9180 -0.0461 0.22 0.98 1.12
N 1.3682 2.0332 -0.8328 -1.30 -0.25 0.86
H 2.5521 0.3950 -0.3654 -0.47 -0.81 -0.38
H 1.7735 1.1640 1.0172 0.05 0.14 -0.37
H 0.7342 1.8631 -1.6036 0.60 -0.13 -0.59
H 0.8997 2.7360 -0.2718 0.11 0.21 -0.01
C -1.3437 -0.5342 -1.0716 2.85 -0.06 0.05
S 0.3029 -0.5736 0.1279 -2.61 -2.00 -0.49
C -0.7499 -1.4683 1.6257 1.74 1.09 -1.01
H -0.8387 -0.9027 -1.9576 -0.34 0.04 -0.29
H -1.6904 0.4721 -1.2274 -0.26 0.24 0.34
H -2.0640 -1.2778 -0.7451 0.15 0.24 0.50
H -0.2417 -1.3841 2.5808 -0.14 0.42 -0.02
H -1.6771 -0.9437 1.4831 -0.33 -0.20 0.53
H -0.6833 -2.4971 1.2867 -0.27 0.09 -0.23
```
Forces are in eV/Å.

## Properties
- DFT total energy: -572.89949 a.u.
- HOMO-LUMO gap: 9.7 eV
- Net charge: +1
- Energy above the lowest of the compared OMol25 structures with the same formula, charge and spin: 2.712 eV
- Highest occupied orbital energy: -14.42 eV

[4]
C3H10NS | wB97M-V/def2-TZVPD

Geometry as XYZ:
```
15
Properties=species:S:1:pos:R:3:forces:R:3
C -0.3645 0.3784 -1.3799 -0.73 0.70 -0.16
C -0.2083 0.4791 0.1753 -1.15 -2.74 0.29
N 1.2418 0.9131 0.5006 -0.89 1.20 -3.48
C -0.1307 -0.9718 0.8474 -0.46 1.05 1.01
S -1.5922 -2.0344 0.8842 -0.30 0.06 0.82
H -1.2712 0.8807 -1.9009 1.33 -0.63 1.54
H -0.4295 -0.7082 -1.7345 0.90 1.63 0.39
H 0.5001 1.0351 -1.6440 -0.50 -1.15 -1.22
H -1.0142 1.1055 0.6633 1.49 -0.29 -0.29
H 1.2900 0.9201 1.4748 1.12 -0.69 2.12
H 1.9672 0.4176 -0.1124 -1.16 0.19 1.72
H 1.3512 1.8844 0.2362 0.08 0.60 -0.17
H 0.6560 -1.5075 0.3275 0.36 -0.05 0.05
H 0.1324 -0.8823 1.9868 -0.37 -0.15 -2.10
H -2.1281 -1.9097 -0.3244 0.27 0.28 -0.51
```
Forces are in eV/Å.

## Properties
- DFT total energy: -572.94128 a.u.
- HOMO-LUMO gap: 9.2 eV
- Net charge: +1
- Energy above the lowest of the compared OMol25 structures with the same formula, charge and spin: 1.575 eV
- Highest occupied orbital energy: -13.01 eV
- SMILES string: C[C@H]([NH3+])CS